Density functional theory data (ωB97M-V with the def2-TZVPD basis set) for a 2-piece molecular cluster, C9H15N4O2 overall at a distorted geometry.

Each atom is followed by the atoms it is bonded to, with distances in Å.
CARTESIAN COORDINATES (ANGSTROEM)
1 C 2.2641 0.3282 1.2086  N10 1.298, N12 1.361, H16 1.040
2 C 2.3640 0.1571 -0.9077  N11 1.320, N12 1.331, H17 1.052
3 C -0.3282 -3.1213 0.7507  C8 1.635, O14 1.234, O15 1.242
4 C -0.8649 -2.0197 -1.6024  C8 1.627, H18 1.207, H19 1.058, H20 1.005
5 C -1.6024 1.3903 1.5345  C9 1.503, H21 1.076, H22 1.023, H23 1.066
6 C 0.2219 2.5954 0.3684  C9 1.338, H24 1.135, H25 1.084
7 C -1.7208 1.6439 -1.0170  C9 1.558, H27 1.145, H28 1.127, H29 1.066
8 C 0.2146 -2.0808 -0.3871  C3 1.635, C4 1.627, N13 1.441, H30 1.126
9 C -0.9354 1.9269 0.2987  C5 1.503, C6 1.338, C7 1.558
10 N 3.3959 0.8340 0.8227  C1 1.298, N11 1.361
11 N 3.4806 0.7536 -0.5328  C2 1.320, N10 1.361
12 N 1.5987 -0.1701 0.1309  C1 1.361, C2 1.331, N13 1.324
13 N 0.4056 -0.7440 0.1163  C8 1.441, N12 1.324, H26 1.024
14 O -0.6901 -2.6668 1.8399  C3 1.234
15 O -0.2215 -4.2832 0.3245  C3 1.242
16 H 1.8586 0.4757 2.1547  C1 1.040
17 H 2.1763 -0.1252 -1.9032  C2 1.052
18 H -0.3978 -1.4312 -2.5464  C4 1.207
19 H -1.0351 -3.0036 -1.9517  C4 1.058
20 H -1.7628 -1.6416 -1.3566  C4 1.005
21 H -2.6068 1.0125 1.4583  C5 1.076
22 H -1.0031 0.6570 1.9220  C5 1.023
23 H -1.6153 2.2533 2.1593  C5 1.066
24 H 0.7299 2.6280 1.3828  C6 1.135
25 H 0.6751 3.1700 -0.4317  C6 1.084
26 H -0.0175 -0.6467 1.0436  N13 1.024
27 H -2.5881 2.3796 -1.1470  C7 1.145
28 H -1.0747 1.4717 -1.9238  C7 1.127
29 H -2.1136 0.6549 -0.9613  C7 1.066
30 H 1.1928 -2.3977 -0.8472  C8 1.126

For the molar mass, the calculation gives 211.25 g/mol. Its HOMO energy (spin up / spin down) is -0.12 / -5.66 eV. For the total energy, the calculation gives -19625.4440 eV. As for the multiplicity: 3. Its expectation value of S² is 2.013. The charge is -1. The LUMO energy (spin up / spin down) is 3.2779 / 0.4510 eV.

Charges in e, computed with Mulliken, in the same order as the atoms:
1 C -0.521
2 C -0.369
3 C 0.468
4 C -1.471
5 C -1.602
6 C -1.059
7 C -1.289
8 C 0.092
9 C 1.124
10 N -0.532
11 N -0.545
12 N 0.111
13 N 0.171
14 O -0.687
15 O -0.691
16 H 0.726
17 H 0.607
18 H 0.200
19 H 0.506
20 H 0.417
21 H 0.326
22 H 0.430
23 H 0.453
24 H 0.236
25 H 0.395
26 H 0.178
27 H 0.321
28 H 0.398
29 H 0.222
30 H 0.385